Formula: C29H44F8N4O7
Source: the OMol25 dataset
Level of theory: ωB97M-V/def2-TZVPD

## Properties
spin multiplicity	1
E	-72804.162	eV
HOMO	-7.688	eV
structure (SMILES)	[H]/N=C(/C)C[N@@+]1(NCC)C[C@](F)(CCCNCc2ccccc2O)O[C@](C(=O)[O-])(C(F)(F)C(F)(F)C(F)(F)F)C1.COCCOCCOC

Geometry (Å):
H 2.42 3.34 1.94
N 1.69 2.85 2.51
C 0.71 2.55 1.66
C -0.56 1.78 2.33
C 0.72 2.90 0.10
N 1.45 1.86 -0.76
N 2.74 1.88 -0.23
C 3.40 0.61 0.11
C 3.04 0.01 1.58
C 0.72 0.57 -0.83
C -0.69 0.65 -1.64
F -1.78 1.14 -0.84
C -1.06 -0.93 -1.88
C -2.54 -1.10 -2.52
C -3.54 -1.96 -1.58
N -4.43 -1.11 -0.73
C -5.54 -0.48 -1.52
C -5.48 1.12 -1.23
C -5.37 1.73 0.21
C -5.27 3.26 0.47
C -5.27 4.30 -0.70
C -5.41 3.73 -2.16
C -5.51 2.18 -2.40
O -5.65 1.67 -3.76
O -0.59 1.20 -2.95
C 0.31 2.32 -3.09
C -0.64 3.64 -2.85
O -0.18 4.75 -2.39
O -2.01 3.58 -3.08
C 0.60 2.35 -4.70
F -0.58 2.65 -5.45
F 0.90 0.96 -5.03
C 1.84 3.20 -5.19
F 1.85 3.06 -6.64
F 3.13 2.68 -4.82
C 1.74 4.81 -4.98
F 0.44 5.33 -5.23
F 2.34 5.27 -3.79
F 2.55 5.36 -6.05
C 1.60 2.35 -2.19
H -1.46 2.48 2.50
H -0.25 1.28 3.32
H -0.95 0.92 1.66
H 1.32 3.88 -0.01
H -0.36 3.09 -0.22
H 3.36 2.59 -0.64
H 3.37 -0.22 -0.70
H 4.54 0.85 0.20
H 1.92 0.01 1.81
H 3.42 -1.07 1.63
H 3.62 0.62 2.37
H 1.28 -0.27 -1.39
H 0.43 0.13 0.20
H -0.91 -1.53 -0.92
H -0.30 -1.27 -2.69
H -2.44 -1.69 -3.52
H -2.96 -0.07 -2.79
H -2.85 -2.53 -0.83
H -4.13 -2.72 -2.20
H -3.80 -0.40 -0.33
H -6.57 -0.92 -1.27
H -5.30 -0.58 -2.65
H -5.38 0.95 1.07
H -5.18 3.61 1.55
H -5.16 5.41 -0.47
H -5.43 4.49 -3.01
H -6.62 1.45 -3.81
H 1.97 3.44 -2.11
H 2.40 1.65 -2.66
C 1.58 -4.60 7.00
O 1.60 -4.99 5.64
C 0.80 -4.15 4.81
C 1.44 -3.99 3.43
O 2.58 -3.13 3.42
C 3.77 -3.66 4.02
C 4.40 -4.81 3.24
O 3.68 -6.01 3.46
C 3.73 -6.90 2.35
H 0.58 -4.75 7.43
H 2.30 -5.21 7.54
H 1.87 -3.55 7.10
H 0.67 -3.16 5.27
H -0.18 -4.62 4.71
H 0.70 -3.49 2.79
H 1.66 -4.95 2.97
H 3.61 -3.93 5.06
H 4.49 -2.83 4.02
H 5.43 -4.97 3.58
H 4.42 -4.55 2.17
H 3.40 -6.39 1.44
H 3.05 -7.73 2.55
H 4.75 -7.29 2.22

Formula: C6H11P
Source: the OMol25 dataset
Level of theory: ωB97M-V/def2-TZVPD

## Properties
spin multiplicity	1
E	-15684.859	eV
HOMO	-8.740	eV
structure (SMILES)	CC=C=P.C=CC

Geometry (Å):
C 1.97 1.47 0.96
C 1.51 0.90 -0.35
C 0.34 1.34 -0.69
P -1.11 1.90 -1.16
H 1.14 1.96 1.47
H 2.76 2.20 0.71
H 2.40 0.72 1.74
H 2.21 0.11 -0.72
H -0.79 2.91 -2.09
C -0.40 -1.18 0.87
C -0.83 -1.29 -0.37
C -2.27 -1.33 -0.91
H -0.86 -1.03 1.83
H 0.76 -1.27 0.95
H -0.20 -1.62 -1.19
H -2.56 -0.44 -1.53
H -2.99 -1.65 -0.23
H -2.41 -2.09 -1.72

Formula: C11H18
Source: the OMol25 dataset
Level of theory: ωB97M-V/def2-TZVPD

## Properties
spin multiplicity	1
E	-11697.271	eV
HOMO	-9.049	eV
structure (SMILES)	Cc1ccccc1.CC(C)C

Geometry (Å):
C 3.52 -0.10 -1.70
C 2.58 0.79 -0.95
C 2.10 0.51 0.31
C 1.18 1.33 1.00
C 0.55 2.34 0.36
C 1.00 2.73 -0.88
C 2.06 1.95 -1.54
H 3.38 -1.14 -1.26
H 4.62 0.11 -1.81
H 3.16 -0.19 -2.76
H 2.56 -0.47 0.71
H 0.98 1.05 2.03
H -0.34 2.77 0.82
H 0.62 3.60 -1.44
H 2.41 2.22 -2.48
C -2.68 -0.45 1.75
C -1.81 -1.15 0.74
C -2.26 -2.63 0.76
C -1.84 -0.65 -0.62
H -3.53 -0.95 2.15
H -3.09 0.45 1.41
H -2.12 -0.33 2.75
H -0.61 -1.08 1.09
H -3.38 -2.87 0.79
H -1.72 -3.18 -0.06
H -1.91 -3.06 1.82
H -1.61 0.39 -0.63
H -1.05 -1.11 -1.23
H -2.75 -0.90 -1.13